Entry from the OMol25 dataset: a cluster of 2 separate species, C3H11N3 in total at a distorted geometry (the ωB97M-V functional and the def2-TZVPD basis).

Structure (XYZ):
```
17
Properties=species:S:1:pos:R:3:lowdin_charge:R:1
C 0.026 -0.360 -0.231 -0.4615
C -0.703 0.495 0.749 -0.2864
C 0.231 -1.798 0.160 -0.0538
N -0.216 -0.128 -1.558 0.0955
N 1.741 0.472 0.349 -0.0590
N -1.242 1.717 0.166 -0.0038
H -0.258 -0.882 -2.226 0.0983
H -0.458 0.831 -1.779 0.0864
H 1.900 1.336 -0.169 -0.0053
H 2.624 -0.039 0.344 -0.0149
H -1.137 2.503 0.794 0.0683
H -2.221 1.629 -0.078 0.0681
H -1.397 -0.082 1.371 0.1115
H 0.276 0.771 1.333 0.1091
H -0.720 -2.338 0.112 0.0851
H 0.941 -2.278 -0.511 0.0795
H 0.613 -1.850 1.175 0.0828
```

M, g mol⁻¹: 89.14
LUMO energy, hartree: 0.0385
Orbital gap, eV: 8.703
HOMO level, eV: -7.66
E, Eh: -285.08971
Relative energy (zero: lowest compared OMol25 entry of this formula, charge and spin), kJ/mol: 231.4
Maximum force, eV/A: 2.44